[1]
DFT (ωB97M-V with the def2-TZVPD basis set) results for a cluster of 2 separate species, C4H5N3 in total at a distorted geometry.

XYZ file:
```
12
Properties=species:S:1:pos:R:3:mulliken_charge:R:1
C 1.277 1.105 -1.150 -0.659
N -0.429 -0.975 -0.401 -0.460
C -1.113 -0.616 0.604 0.197
C -1.894 -1.530 1.413 -0.034
N -2.507 -2.288 2.036 -0.313
C 1.166 1.410 1.426 -0.167
N 1.254 1.215 0.272 -0.038
H 0.262 1.021 -1.542 0.281
H 1.815 0.206 -1.459 0.268
H 1.759 1.999 -1.539 0.320
H -0.478 -1.977 -0.575 0.231
H -1.112 0.429 0.915 0.372
```

Highest occupied orbital energy ... -11.4 eV
LUMO level ... -0.010 hartree
Total energy ... -8696.67191 eV

[2]
DFT (ωB97M-V with the def2-TZVPD basis set) results for a cluster of 2 separate species, C4H5N3 in total at a distorted geometry.

XYZ file:
```
12
Properties=species:S:1:pos:R:3:mulliken_charge:R:1
C 1.739 -0.673 0.874 -0.649
N 0.031 0.895 -0.752 -0.470
C -1.162 0.723 -0.360 0.187
C -2.333 1.083 -1.135 -0.027
N -3.256 1.381 -1.765 -0.311
C -0.429 -2.097 0.754 -0.168
N 0.569 -1.480 0.750 -0.039
H 1.463 0.364 1.069 0.280
H 2.316 -0.683 -0.054 0.264
H 2.329 -1.070 1.697 0.319
H 0.086 1.305 -1.683 0.230
H -1.353 0.252 0.605 0.385
```

Highest occupied orbital energy ... -11.4 eV
LUMO level ... -0.010 hartree
Total energy ... -8696.68111 eV